P | ORCA calculation (ωB97M-V/def2-TZVPD) on 11 unconnected molecules or ions with the total composition C32H80F6NO34S12.

Each atom is followed by the atoms it is bonded to, with distances in Å.
CARTESIAN COORDINATES (ANGSTROEM)
1 C -9.469 -3.281 -17.352  F2 1.320, F3 1.314, F4 1.355, S5 1.847
2 F -10.436 -2.610 -16.754  C1 1.320
3 F -9.794 -4.543 -17.520  C1 1.314
4 F -9.350 -2.699 -18.569  C1 1.355
5 S -7.834 -3.019 -16.533  C1 1.847, O6 1.435, O7 1.424, N8 1.642, S9 2.575
6 O -6.905 -3.721 -17.372  S5 1.435
7 O -7.723 -1.618 -16.306  S5 1.424
8 N -8.179 -3.869 -15.170  S5 1.642, S9 1.595
9 S -6.764 -4.264 -14.549  S5 2.575, N8 1.595, O10 1.444, O11 1.441, C12 1.844
10 O -6.440 -5.656 -14.754  S9 1.444
11 O -5.676 -3.342 -14.758  S9 1.441
12 C -7.099 -4.168 -12.739  S9 1.844, F13 1.342, F14 1.344, F15 1.326
13 F -7.490 -2.942 -12.359  C12 1.342
14 F -8.059 -5.045 -12.398  C12 1.344
15 F -5.953 -4.495 -12.156  C12 1.326
16 O -1.441 -7.216 -13.089  S17 1.419
17 S -2.029 -6.780 -11.873  O16 1.419, O18 1.410, O19 1.586, C22 1.763
18 O -2.508 -7.684 -10.903  S17 1.410
19 O -1.002 -5.835 -11.117  S17 1.586, C20 1.451
20 C 0.000 -5.119 -11.884  O19 1.451, C21 1.506, H23 1.090, H24 1.092
21 C -0.048 -3.674 -11.462  C20 1.506, H25 1.087, H26 1.086, H27 1.101
22 C -3.285 -5.627 -12.319  S17 1.763, H28 1.083, H29 1.089, H30 1.087
23 H -0.012 -5.283 -12.962  C20 1.090
24 H 0.939 -5.598 -11.597  C20 1.092
25 H -0.994 -3.330 -11.050  C21 1.087
26 H 0.404 -2.947 -12.129  C21 1.086
27 H 0.570 -3.583 -10.555  C21 1.101
28 H -4.075 -5.630 -11.578  C22 1.083
29 H -3.687 -6.032 -13.247  C22 1.089
30 H -2.895 -4.618 -12.421  C22 1.087
31 O -12.856 -5.865 -14.684  S32 1.419
32 S -12.273 -6.395 -13.505  O31 1.419, O33 1.420, O34 1.569, C37 1.762
33 O -13.086 -6.874 -12.443  S32 1.420
34 O -11.298 -7.556 -13.908  S32 1.569, C35 1.455
35 C -10.624 -7.520 -15.198  O34 1.455, C36 1.501, H38 1.096, H39 1.087
36 C -10.249 -8.930 -15.555  C35 1.501, H40 1.093, H41 1.088, H42 1.092
37 C -11.145 -5.182 -12.906  S32 1.762, H43 1.088, H44 1.085, H45 1.089
38 H -9.714 -6.916 -15.112  C35 1.096
39 H -11.283 -7.030 -15.909  C35 1.087
40 H -10.097 -9.003 -16.636  C36 1.093
41 H -11.009 -9.657 -15.278  C36 1.088
42 H -9.293 -9.228 -15.122  C36 1.092
43 H -10.775 -5.500 -11.934  C37 1.088
44 H -11.712 -4.263 -12.789  C37 1.085
45 H -10.342 -5.104 -13.637  C37 1.089
46 O -4.695 -4.805 -20.002  S47 1.418
47 S -4.731 -4.507 -21.388  O46 1.418, O48 1.419, O49 1.579, C52 1.780
48 O -5.051 -5.489 -22.362  S47 1.419
49 O -5.645 -3.249 -21.661  S47 1.579, C50 1.450
50 C -5.609 -2.169 -20.695  O49 1.450, C51 1.512, H53 1.093, H54 1.092
51 C -7.042 -1.772 -20.419  C50 1.512, H55 1.090, H56 1.100, H57 1.085
52 C -3.135 -3.839 -21.806  S47 1.780, H58 1.083, H59 1.089, H60 1.088
53 H -4.970 -1.334 -20.996  C50 1.093
54 H -5.186 -2.506 -19.747  C50 1.092
55 H -7.530 -1.037 -21.057  C51 1.090
56 H -7.091 -1.222 -19.468  C51 1.100
57 H -7.620 -2.670 -20.230  C51 1.085
58 H -2.998 -2.899 -21.286  C52 1.083
59 H -3.138 -3.720 -22.889  C52 1.089
60 H -2.420 -4.632 -21.601  C52 1.088
61 O -9.988 1.436 -14.181  S62 1.423
62 S -10.662 0.628 -13.224  O61 1.423, O63 1.415, O64 1.584, C67 1.777
63 O -11.115 1.197 -12.010  S62 1.415
64 O -11.932 0.045 -13.972  S62 1.584, C65 1.441
65 C -12.454 -1.236 -13.568  O64 1.441, C66 1.511, H68 1.100, H69 1.084
66 C -13.831 -1.328 -14.184  C65 1.511, H70 1.087, H71 1.089, H72 1.092
67 C -9.656 -0.785 -12.839  S62 1.777, H73 1.089, H74 1.086, H75 1.086
68 H -12.523 -1.215 -12.470  C65 1.100
69 H -11.811 -2.070 -13.824  C65 1.084
70 H -14.456 -0.496 -13.866  C66 1.087
71 H -14.314 -2.280 -13.966  C66 1.089
72 H -13.724 -1.284 -15.270  C66 1.092
73 H -8.763 -0.285 -12.467  C67 1.089
74 H -9.455 -1.392 -13.716  C67 1.086
75 H -10.164 -1.363 -12.073  C67 1.086
76 O -4.275 -10.551 -18.756  S77 1.413
77 S -4.841 -9.381 -19.311  O76 1.413, O78 1.433, O79 1.577, C82 1.775
78 O -5.379 -9.412 -20.638  S77 1.433
79 O -5.987 -8.924 -18.328  S77 1.577, C80 1.428
80 C -7.087 -8.177 -18.848  O79 1.428, C81 1.515, H83 1.093, H84 1.095
81 C -7.619 -7.122 -17.900  C80 1.515, H85 1.093, H86 1.086, H87 1.093
82 C -3.728 -8.004 -19.182  S77 1.775, H88 1.090, H89 1.086, H90 1.084
83 H -7.872 -8.875 -19.152  C80 1.093
84 H -6.837 -7.655 -19.778  C80 1.095
85 H -7.904 -7.622 -16.970  C81 1.093
86 H -8.401 -6.539 -18.376  C81 1.086
87 H -6.830 -6.423 -17.612  C81 1.093
88 H -2.770 -8.419 -18.867  C82 1.090
89 H -4.089 -7.339 -18.404  C82 1.086
90 H -3.580 -7.446 -20.099  C82 1.084
91 O 1.087 -3.410 -16.383  S92 1.418
92 S 0.761 -4.334 -17.409  O91 1.418, O93 1.420, O94 1.571, C97 1.760
93 O 1.720 -5.227 -17.957  S92 1.420
94 O -0.441 -5.227 -16.935  S92 1.571, C95 1.450
95 C -1.431 -4.636 -16.056  O94 1.450, C96 1.505, H98 1.089, H99 1.089
96 C -2.725 -5.375 -16.264  C95 1.505, H100 1.088, H101 1.094, H102 1.094
97 C 0.010 -3.459 -18.739  S92 1.760, H103 1.087, H104 1.087, H105 1.086
98 H -1.558 -3.571 -16.246  C95 1.089
99 H -1.107 -4.764 -15.024  C95 1.089
100 H -2.844 -5.887 -17.217  C96 1.088
101 H -3.559 -4.679 -16.135  C96 1.094
102 H -2.931 -6.167 -15.539  C96 1.094
103 H 0.693 -2.679 -19.066  C97 1.087
104 H -0.922 -3.023 -18.389  C97 1.087
105 H -0.159 -4.181 -19.532  C97 1.086
106 O -5.161 -8.803 -12.496  S107 1.428
107 S -5.952 -9.642 -13.337  O106 1.428, O108 1.425, O109 1.594, C112 1.760
108 O -5.677 -11.038 -13.417  S107 1.425
109 O -7.475 -9.546 -12.875  S107 1.594, C110 1.437
110 C -7.988 -8.236 -12.584  O109 1.437, C111 1.507, H113 1.095, H114 1.099
111 C -8.854 -8.289 -11.351  C110 1.507, H115 1.088, H116 1.098, H117 1.091
112 C -6.084 -9.054 -14.990  S107 1.760, H118 1.093, H119 1.092, H120 1.081
113 H -8.436 -7.725 -13.443  C110 1.095
114 H -7.134 -7.576 -12.375  C110 1.099
115 H -8.350 -8.762 -10.511  C111 1.088
116 H -9.747 -8.897 -11.546  C111 1.098
117 H -9.267 -7.320 -11.068  C111 1.091
118 H -5.065 -9.098 -15.383  C112 1.093
119 H -6.311 -7.987 -14.940  C112 1.092
120 H -6.703 -9.719 -15.578  C112 1.081
121 O -0.659 -0.753 -10.869  S122 1.417
122 S -1.725 -0.114 -11.550  O121 1.417, O123 1.428, O124 1.583, C127 1.777
123 O -1.483 0.608 -12.758  S122 1.428
124 O -2.804 -1.234 -11.844  S122 1.583, C125 1.474
125 C -4.067 -0.768 -12.442  O124 1.474, C126 1.522, H128 1.089, H129 1.087
126 C -5.236 -0.948 -11.484  C125 1.522, H130 1.085, H131 1.087, H132 1.086
127 C -2.520 0.948 -10.368  S122 1.777, H133 1.086, H134 1.087, H135 1.084
128 H -4.175 -1.483 -13.257  C125 1.089
129 H -3.963 0.247 -12.818  C125 1.087
130 H -6.160 -0.572 -11.910  C126 1.085
131 H -5.005 -0.427 -10.559  C126 1.087
132 H -5.271 -2.011 -11.269  C126 1.086
133 H -2.860 1.862 -10.845  C127 1.086
134 H -1.778 1.208 -9.618  C127 1.087
135 H -3.321 0.396 -9.890  C127 1.084
136 O -11.015 2.780 -20.418  S137 1.420
137 S -10.990 1.424 -20.837  O136 1.420, O138 1.428, O139 1.589, C142 1.769
138 O -11.852 0.927 -21.862  S137 1.428
139 O -9.502 1.086 -21.278  S137 1.589, C140 1.444
140 C -9.066 1.460 -22.603  O139 1.444, C141 1.516, H143 1.089, H144 1.090
141 C -7.564 1.655 -22.551  C140 1.516, H145 1.087, H146 1.091, H147 1.093
142 C -11.037 0.378 -19.412  S137 1.769, H148 1.085, H149 1.090, H150 1.083
143 H -9.554 2.378 -22.927  C140 1.089
144 H -9.313 0.637 -23.275  C140 1.090
145 H -7.000 0.727 -22.546  C141 1.087
146 H -7.288 2.249 -21.678  C141 1.091
147 H -7.273 2.271 -23.406  C141 1.093
148 H -12.069 0.170 -19.153  C142 1.085
149 H -10.602 1.012 -18.640  C142 1.090
150 H -10.432 -0.505 -19.579  C142 1.083
151 O -6.912 -3.094 -7.172  S152 1.420
152 S -7.046 -2.630 -8.508  O151 1.420, O153 1.412, O154 1.604, C157 1.776
153 O -6.769 -1.290 -8.852  S152 1.412
154 O -6.291 -3.515 -9.613  S152 1.604, C155 1.450
155 C -5.154 -4.302 -9.178  O154 1.450, C156 1.520, H158 1.091, H159 1.091
156 C -5.470 -5.784 -9.312  C155 1.520, H160 1.095, H161 1.090, H162 1.092
157 C -8.661 -3.030 -9.127  S152 1.776, H163 1.090, H164 1.086, H165 1.085
158 H -4.882 -4.148 -8.132  C155 1.091
159 H -4.290 -3.972 -9.756  C155 1.091
160 H -6.118 -5.964 -10.175  C156 1.095
161 H -6.011 -6.125 -8.430  C156 1.090
162 H -4.626 -6.445 -9.520  C156 1.092
163 H -9.321 -2.789 -8.293  C157 1.090
164 H -8.762 -4.087 -9.353  C157 1.086
165 H -8.838 -2.455 -10.029  C157 1.085

E_HOMO	-0.3099	Eh
charge	-1
molecular weight	1521.8	g/mol
frontier orbital gap	9.921	eV


Q | ORCA calculation (ωB97M-V/def2-TZVPD) on 11 unconnected molecules or ions with the total composition C32H80F6NO34S12.

Each atom is followed by the atoms it is bonded to, with distances in Å.
CARTESIAN COORDINATES (ANGSTROEM)
1 C -20.064 -3.681 20.060  F2 1.324, F3 1.362, F4 1.378, S5 1.953
2 F -20.693 -4.615 19.363  C1 1.324
3 F -20.953 -2.809 20.613  C1 1.362
4 F -19.204 -4.292 20.946  C1 1.378
5 S -18.922 -2.585 18.915  C1 1.953, O6 1.477, O7 1.444, N8 1.679, S9 2.518
6 O -19.913 -1.825 18.127  S5 1.477
7 O -18.109 -1.872 19.871  S5 1.444
8 N -18.060 -3.762 18.086  S5 1.679, S9 1.521
9 S -16.934 -2.983 17.423  S5 2.518, N8 1.521, O10 1.461, O11 1.451, C12 1.894
10 O -17.360 -1.750 16.765  S9 1.461
11 O -15.728 -2.874 18.225  S9 1.451
12 C -16.388 -4.053 15.959  S9 1.894, F13 1.328, F14 1.315, F15 1.331
13 F -17.412 -4.585 15.300  C12 1.328
14 F -15.667 -3.342 15.119  C12 1.315
15 F -15.647 -5.062 16.409  C12 1.331
16 O -23.374 -0.079 12.643  S17 1.447
17 S -22.520 -1.057 13.283  O16 1.447, O18 1.457, O19 1.685, C22 1.855
18 O -22.898 -1.540 14.604  S17 1.457
19 O -22.388 -2.402 12.277  S17 1.685, C20 1.387
20 C -21.756 -3.586 12.624  O19 1.387, C21 1.482, H23 1.090, H24 1.090
21 C -21.258 -4.217 11.379  C20 1.482, H25 1.090, H26 1.090, H27 1.090
22 C -20.780 -0.415 13.325  S17 1.855, H28 1.090, H29 1.090, H30 1.090
23 H -22.442 -4.311 13.062  C20 1.090
24 H -20.968 -3.416 13.359  C20 1.090
25 H -22.021 -4.537 10.668  C21 1.090
26 H -20.701 -5.098 11.699  C21 1.090
27 H -20.565 -3.623 10.784  C21 1.090
28 H -20.289 -0.363 12.352  C22 1.090
29 H -20.274 -1.131 13.972  C22 1.090
30 H -20.800 0.607 13.703  C22 1.090
31 O -10.930 3.123 14.934  S32 1.431
32 S -10.621 1.752 14.668  O31 1.431, O33 1.478, O34 1.631, C37 1.813
33 O -10.384 1.173 13.329  S32 1.478
34 O -9.253 1.365 15.467  S32 1.631, C35 1.442
35 C -8.983 2.003 16.732  O34 1.442, C36 1.485, H38 1.090, H39 1.090
36 C -7.584 1.613 17.042  C35 1.485, H40 1.090, H41 1.090, H42 1.090
37 C -11.768 0.748 15.652  S32 1.813, H43 1.090, H44 1.090, H45 1.090
38 H -9.679 1.667 17.500  C35 1.090
39 H -9.085 3.085 16.651  C35 1.090
40 H -6.908 1.818 16.213  C36 1.090
41 H -7.422 0.561 17.277  C36 1.090
42 H -7.360 2.074 18.004  C36 1.090
43 H -12.749 0.583 15.206  C37 1.090
44 H -11.854 1.245 16.618  C37 1.090
45 H -11.277 -0.216 15.783  C37 1.090
46 O -13.425 -7.776 22.708  S47 1.470
47 S -13.977 -6.426 22.895  O46 1.470, O48 1.473, O49 1.680, C52 1.806
48 O -15.042 -6.235 23.894  S47 1.473
49 O -12.776 -5.272 23.117  S47 1.680, C50 1.411
50 C -13.087 -4.061 23.770  O49 1.411, C51 1.517, H53 1.090, H54 1.090
51 C -11.938 -3.134 23.421  C50 1.517, H55 1.090, H56 1.090, H57 1.090
52 C -14.678 -5.833 21.339  S47 1.806, H58 1.090, H59 1.090, H60 1.090
53 H -13.257 -4.294 24.821  C50 1.090
54 H -14.050 -3.702 23.407  C50 1.090
55 H -10.950 -3.541 23.631  C51 1.090
56 H -11.948 -2.179 23.946  C51 1.090
57 H -12.042 -2.873 22.368  C51 1.090
58 H -14.918 -4.791 21.547  C52 1.090
59 H -15.552 -6.394 21.008  C52 1.090
60 H -13.879 -5.863 20.597  C52 1.090
61 O -16.956 -4.086 8.407  S62 1.444
62 S -15.645 -4.397 8.927  O61 1.444, O63 1.459, O64 1.616, C67 1.872
63 O -14.491 -4.815 8.139  S62 1.459
64 O -15.146 -3.179 9.865  S62 1.616, C65 1.465
65 C -16.156 -2.352 10.532  O64 1.465, C66 1.509, H68 1.090, H69 1.090
66 C -15.526 -1.053 10.972  C65 1.509, H70 1.090, H71 1.090, H72 1.090
67 C -15.871 -5.757 10.194  S62 1.872, H73 1.090, H74 1.090, H75 1.090
68 H -16.568 -2.840 11.415  C65 1.090
69 H -17.012 -2.184 9.879  C65 1.090
70 H -16.162 -0.514 11.674  C66 1.090
71 H -15.375 -0.383 10.126  C66 1.090
72 H -14.570 -1.305 11.430  C66 1.090
73 H -16.211 -6.721 9.816  C67 1.090
74 H -16.559 -5.478 10.992  C67 1.090
75 H -14.887 -5.815 10.660  C67 1.090
76 O -14.519 -10.746 18.615  S77 1.486
77 S -13.373 -10.933 17.686  O76 1.486, O78 1.471, O79 1.654, C82 1.827
78 O -12.860 -12.268 17.342  S77 1.471
79 O -13.734 -10.228 16.235  S77 1.654, C80 1.405
80 C -12.711 -10.009 15.297  O79 1.405, C81 1.571, H83 1.090, H84 1.090
81 C -13.281 -9.430 13.953  C80 1.571, H85 1.090, H86 1.090, H87 1.090
82 C -11.978 -9.881 18.220  S77 1.827, H88 1.090, H89 1.090, H90 1.090
83 H -12.239 -10.955 15.034  C80 1.090
84 H -11.950 -9.312 15.648  C80 1.090
85 H -13.949 -8.577 14.075  C81 1.090
86 H -13.834 -10.251 13.496  C81 1.090
87 H -12.478 -9.108 13.290  C81 1.090
88 H -12.259 -8.828 18.250  C82 1.090
89 H -11.171 -10.068 17.512  C82 1.090
90 H -11.716 -10.202 19.228  C82 1.090
91 O -11.305 -5.178 13.268  S92 1.458
92 S -10.202 -4.755 14.122  O91 1.458, O93 1.484, O94 1.701, C97 1.859
93 O -9.560 -3.450 13.826  S92 1.484
94 O -10.540 -4.870 15.785  S92 1.701, C95 1.471
95 C -9.436 -4.375 16.621  O94 1.471, C96 1.554, H98 1.090, H99 1.090
96 C -10.133 -3.828 17.898  C95 1.554, H100 1.090, H101 1.090, H102 1.090
97 C -8.965 -6.136 13.992  S92 1.859, H103 1.090, H104 1.090, H105 1.090
98 H -8.792 -3.614 16.180  C95 1.090
99 H -8.768 -5.224 16.768  C95 1.090
100 H -10.476 -2.829 17.628  C96 1.090
101 H -9.469 -3.610 18.735  C96 1.090
102 H -10.941 -4.469 18.249  C96 1.090
103 H -9.244 -6.997 14.600  C97 1.090
104 H -8.048 -5.742 14.429  C97 1.090
105 H -8.810 -6.439 12.957  C97 1.090
106 O -15.599 -2.805 28.298  S107 1.467
107 S -16.490 -3.602 29.149  O106 1.467, O108 1.466, O109 1.688, C112 1.882
108 O -16.752 -3.460 30.584  S107 1.466
109 O -17.987 -3.633 28.370  S107 1.688, C110 1.413
110 C -17.964 -3.794 26.967  O109 1.413, C111 1.529, H113 1.090, H114 1.090
111 C -19.191 -3.217 26.260  C110 1.529, H115 1.090, H116 1.090, H117 1.090
112 C -16.077 -5.414 28.854  S107 1.882, H118 1.090, H119 1.090, H120 1.090
113 H -17.965 -4.870 26.791  C110 1.090
114 H -17.051 -3.391 26.529  C110 1.090
115 H -19.446 -2.309 26.808  C111 1.090
116 H -20.129 -3.714 26.507  C111 1.090
117 H -19.005 -3.066 25.196  C111 1.090
118 H -16.995 -5.970 29.040  C112 1.090
119 H -15.361 -5.652 29.641  C112 1.090
120 H -15.569 -5.397 27.890  C112 1.090
121 O -23.381 3.361 22.795  S122 1.446
122 S -22.021 3.621 22.378  O121 1.446, O123 1.460, O124 1.650, C127 1.826
123 O -21.657 3.775 20.973  S122 1.460
124 O -21.537 4.992 23.159  S122 1.650, C125 1.445
125 C -21.755 6.272 22.524  O124 1.445, C126 1.508, H128 1.090, H129 1.090
126 C -22.230 7.227 23.589  C125 1.508, H130 1.090, H131 1.090, H132 1.090
127 C -20.858 2.468 23.187  S122 1.826, H133 1.090, H134 1.090, H135 1.090
128 H -22.504 6.032 21.769  C125 1.090
129 H -20.931 6.635 21.911  C125 1.090
130 H -23.047 6.751 24.132  C126 1.090
131 H -22.605 8.210 23.303  C126 1.090
132 H -21.339 7.376 24.199  C126 1.090
133 H -21.285 1.521 22.858  C127 1.090
134 H -20.937 2.576 24.269  C127 1.090
135 H -19.866 2.774 22.855  C127 1.090
136 O -18.635 -9.747 13.815  S137 1.439
137 S -19.590 -9.789 14.890  O136 1.439, O138 1.444, O139 1.677, C142 1.805
138 O -20.887 -9.158 14.816  S137 1.444
139 O -19.716 -11.421 15.253  S137 1.677, C140 1.446
140 C -20.937 -11.953 15.816  O139 1.446, C141 1.548, H143 1.090, H144 1.090
141 C -21.789 -12.802 14.842  C140 1.548, H145 1.090, H146 1.090, H147 1.090
142 C -18.822 -9.217 16.420  S137 1.805, H148 1.090, H149 1.090, H150 1.090
143 H -21.580 -11.190 16.253  C140 1.090
144 H -20.749 -12.468 16.758  C140 1.090
145 H -22.457 -13.435 15.426  C141 1.090
146 H -21.164 -13.599 14.440  C141 1.090
147 H -22.376 -12.122 14.224  C141 1.090
148 H -19.526 -8.762 17.116  C142 1.090
149 H -17.981 -8.566 16.183  C142 1.090
150 H -18.389 -10.044 16.983  C142 1.090
151 O -16.081 4.585 17.506  S152 1.468
152 S -16.477 3.217 17.148  O151 1.468, O153 1.491, O154 1.667, C157 1.769
153 O -16.241 2.767 15.746  S152 1.491
154 O -15.791 2.163 18.242  S152 1.667, C155 1.399
155 C -15.339 2.678 19.462  O154 1.399, C156 1.586, H158 1.090, H159 1.090
156 C -14.499 1.466 20.044  C155 1.586, H160 1.090, H161 1.090, H162 1.090
157 C -18.170 2.972 17.600  S152 1.769, H163 1.090, H164 1.090, H165 1.090
158 H -16.078 3.005 20.193  C155 1.090
159 H -14.622 3.490 19.334  C155 1.090
160 H -14.294 1.526 21.113  C156 1.090
161 H -13.637 1.082 19.498  C156 1.090
162 H -15.135 0.581 20.045  C156 1.090
163 H -18.360 1.930 17.341  C157 1.090
164 H -18.759 3.750 17.113  C157 1.090
165 H -18.106 3.169 18.670  C157 1.090

E_HOMO	-0.2651	Eh
charge	-1
molecular weight	1521.8	g/mol
frontier orbital gap	8.375	eV


Computed stability ranking, most favorable first: P, Q